195
Properties=species:S:1:pos:R:3:forces:R:3 method="wB97M-V/def2-TZVPD" lumo_ev=0.113 gap_ha=0.303
O -24.738 4.416 -8.159 -0.1 -0.1 0.3
P -23.560 4.409 -7.264 1.0 -0.4 0.7
N -22.311 3.551 -8.045 0.1 0.3 -0.2
C -20.984 3.284 -7.549 -0.3 0.9 1.5
C -22.532 2.806 -9.271 -0.2 0.7 -0.1
N -23.855 3.689 -5.752 1.5 1.7 0.2
C -24.767 2.568 -5.598 -0.6 1.8 -1.0
C -22.778 3.705 -4.693 -1.3 -1.0 -1.0
N -22.885 5.924 -6.817 -0.5 -0.7 0.0
C -22.307 6.648 -7.955 0.3 -1.1 -0.1
C -23.717 6.870 -5.986 1.0 -0.5 -1.2
H -20.871 2.276 -7.140 0.1 -0.1 -0.3
H -20.791 3.984 -6.751 0.1 0.1 0.7
H -20.196 3.528 -8.242 0.1 -0.3 -0.8
H -21.855 3.121 -10.093 -0.2 -0.1 0.5
H -23.542 3.050 -9.540 -0.5 -0.4 -0.6
H -22.377 1.741 -9.088 -0.2 -0.1 -0.1
H -25.131 2.558 -4.575 0.4 -0.6 0.2
H -25.634 2.857 -6.197 -0.2 -0.5 -0.2
H -24.337 1.676 -6.007 0.0 -1.0 0.3
H -22.189 2.784 -4.792 0.2 0.2 0.2
H -22.136 4.573 -4.699 -0.1 0.2 -0.3
H -23.343 3.655 -3.769 0.2 0.1 0.5
H -23.123 6.965 -8.588 0.0 0.8 -0.3
H -21.636 7.408 -7.585 -0.2 0.7 0.0
H -21.680 6.009 -8.583 -0.1 -0.2 0.2
H -24.241 7.575 -6.658 -0.2 -0.5 0.4
H -23.049 7.486 -5.376 0.0 -0.3 0.1
H -24.373 6.269 -5.380 -0.3 0.2 0.3
O -22.093 -3.118 -7.445 -0.4 0.4 0.3
P -23.006 -2.430 -6.501 -1.2 0.1 -0.5
N -24.393 -1.573 -7.161 1.2 0.0 0.6
C -25.438 -2.376 -7.822 0.3 1.0 -1.1
C -23.959 -0.416 -7.991 -0.3 -0.4 -0.2
N -22.174 -1.237 -5.693 0.4 0.3 0.3
C -20.769 -0.920 -5.958 -0.1 0.1 -0.8
C -22.694 -0.526 -4.519 0.0 -0.2 -0.8
N -23.741 -3.498 -5.458 -1.4 0.6 1.2
C -22.997 -4.681 -5.059 -0.2 -0.7 -1.3
C -24.995 -3.254 -4.649 0.7 0.1 -0.7
H -26.443 -1.980 -7.714 -0.2 0.1 0.9
H -25.426 -3.412 -7.536 0.1 -0.3 0.1
H -25.352 -2.257 -8.915 0.5 -0.6 0.1
H -23.553 -0.813 -8.943 -0.1 0.4 0.1
H -23.149 0.151 -7.499 -0.5 -0.3 -0.1
H -24.807 0.275 -8.232 0.5 -0.6 0.4
H -20.651 0.154 -6.174 -0.1 -0.1 0.3
H -20.132 -1.177 -5.123 0.1 0.0 0.5
H -20.337 -1.429 -6.829 -0.6 -0.2 0.2
H -22.067 -0.733 -3.653 -0.2 -0.2 0.3
H -22.653 0.554 -4.667 0.1 0.2 -0.2
H -23.746 -0.762 -4.362 0.1 -0.2 0.2
H -23.096 -5.426 -5.837 0.7 0.0 -1.0
H -21.948 -4.509 -4.836 0.0 0.0 0.2
H -23.496 -5.292 -4.338 -0.4 0.6 1.5
H -24.784 -3.141 -3.569 0.0 -0.1 -0.5
H -25.746 -4.032 -4.796 0.4 -0.5 0.1
H -25.534 -2.398 -5.033 0.3 0.6 0.1
O -34.158 3.330 -9.567 0.4 -0.2 -0.2
P -33.163 2.628 -8.727 0.0 1.1 0.1
N -33.741 1.685 -7.504 -0.1 -0.3 1.1
C -34.278 2.298 -6.277 -0.5 -0.2 -0.4
C -34.188 0.300 -7.703 -0.1 0.2 0.6
N -32.198 3.807 -7.974 -1.5 -1.0 -0.6
C -31.091 3.498 -7.077 0.4 1.3 -1.1
C -32.209 5.181 -8.541 0.5 -1.0 0.9
N -32.273 1.504 -9.552 0.7 -0.9 0.3
C -32.016 1.631 -10.962 -0.2 1.4 -0.7
C -31.362 0.571 -8.863 0.1 0.3 -0.2
H -33.720 3.189 -6.025 0.1 0.3 -0.1
H -34.172 1.625 -5.427 0.0 -0.2 -0.2
H -35.359 2.559 -6.348 0.6 -0.1 -0.1
H -35.282 0.235 -7.746 0.1 0.0 0.0
H -33.832 -0.299 -6.844 -0.3 0.1 -0.4
H -33.785 -0.148 -8.601 0.0 0.2 -0.2
H -30.183 3.591 -7.699 0.2 -0.3 0.4
H -31.010 4.304 -6.315 -0.1 -0.7 0.0
H -31.120 2.491 -6.665 -0.3 0.1 0.1
H -32.907 5.306 -9.380 0.1 -0.2 0.6
H -32.413 5.834 -7.685 -0.1 0.4 -0.5
H -31.192 5.351 -8.883 0.2 0.5 -0.2
H -32.223 2.662 -11.275 -0.3 -0.2 0.0
H -30.966 1.523 -11.220 0.2 -0.5 0.2
H -32.630 0.991 -11.595 0.0 -0.3 0.1
H -31.741 0.377 -7.864 0.1 -0.1 0.1
H -30.349 0.998 -8.769 -0.2 -0.2 -0.2
H -31.301 -0.391 -9.405 -0.1 0.4 0.2
O -29.808 -5.451 -7.493 -1.2 0.5 0.8
P -31.033 -5.250 -6.655 1.1 -0.2 1.4
N -31.423 -3.612 -6.447 -0.3 0.0 -0.3
C -30.388 -2.583 -6.570 -0.4 0.0 0.7
C -32.622 -3.167 -5.708 0.3 -1.0 -0.7
N -30.862 -6.003 -5.131 -0.3 0.4 -1.7
C -31.922 -6.055 -4.130 0.1 0.9 -0.2
C -29.613 -6.600 -4.705 -0.2 -0.7 -0.5
N -32.478 -5.881 -7.211 -0.5 -0.5 0.7
C -32.646 -7.311 -7.268 0.8 -1.1 1.0
C -32.887 -5.374 -8.465 -0.2 2.0 -1.4
H -29.820 -2.469 -5.637 0.1 -0.1 -0.1
H -30.882 -1.614 -6.733 0.0 -0.2 -0.2
H -29.721 -2.797 -7.390 0.2 -0.1 -0.2
H -32.389 -2.872 -4.684 -0.1 -0.3 0.1
H -33.346 -3.989 -5.786 0.1 0.2 0.5
H -33.130 -2.329 -6.184 0.3 0.3 -0.3
H -32.090 -7.062 -3.770 -0.2 -0.4 -0.1
H -31.635 -5.462 -3.265 0.1 0.1 0.3
H -32.845 -5.603 -4.514 0.2 -0.5 0.0
H -28.773 -6.423 -5.374 -0.2 0.5 -0.1
H -29.411 -6.220 -3.724 0.5 0.1 0.7
H -29.678 -7.699 -4.655 -0.2 0.1 0.2
H -33.646 -7.676 -7.433 -0.8 0.6 -0.1
H -32.078 -7.727 -8.090 0.5 -0.3 -0.2
H -32.343 -7.777 -6.331 0.3 0.0 -0.1
H -32.192 -5.705 -9.265 -0.5 0.2 0.1
H -32.891 -4.276 -8.398 0.3 -0.2 -0.4
H -33.925 -5.614 -8.709 0.1 -0.5 0.1
O -31.529 0.933 -1.074 -1.3 0.2 0.1
P -32.968 0.894 -1.496 1.1 0.6 0.0
N -34.016 0.474 -0.277 -1.0 -0.9 0.8
C -35.499 0.285 -0.464 1.5 1.0 0.0
C -33.634 0.521 1.163 0.1 1.7 -1.6
N -33.338 -0.166 -2.696 -0.8 -1.1 -1.8
C -33.683 -1.570 -2.370 0.5 0.7 0.6
C -32.669 -0.045 -4.066 -1.1 0.2 1.5
N -33.391 2.336 -2.226 0.5 1.6 -0.4
C -34.727 2.627 -2.798 0.9 -0.8 0.0
C -32.684 3.636 -1.893 -0.8 -1.3 -0.6
H -35.965 1.231 -0.165 -0.4 -0.4 0.3
H -35.835 -0.573 0.117 -0.1 0.1 0.1
H -35.760 0.140 -1.505 0.2 -0.2 -0.2
H -33.961 -0.310 1.752 -0.1 -0.8 0.0
H -34.069 1.428 1.604 -0.1 -0.1 0.1
H -32.564 0.663 1.176 0.4 -0.3 0.3
H -33.876 -1.679 -1.299 0.7 0.0 -0.1
H -34.603 -1.953 -2.777 -0.4 0.2 -1.0
H -32.849 -2.170 -2.716 0.0 -0.6 0.3
H -33.339 -0.282 -4.908 0.0 -0.5 0.7
H -32.430 0.999 -4.253 0.5 0.0 0.3
H -31.820 -0.724 -4.041 0.3 0.2 -0.4
H -34.633 3.148 -3.763 0.1 0.0 0.4
H -35.234 1.681 -3.018 -0.1 0.3 0.2
H -35.285 3.250 -2.102 -0.4 0.0 0.0
H -31.605 3.587 -1.944 0.2 -0.5 0.4
H -33.042 3.979 -0.930 0.2 0.4 0.2
H -32.948 4.346 -2.673 -0.3 0.2 0.0
C -28.271 2.806 -11.692 0.2 -0.1 0.3
S -27.114 2.576 -10.347 -0.2 0.0 0.7
O -27.793 1.669 -9.359 0.2 0.1 -0.2
C -25.873 1.602 -11.188 0.1 0.0 -0.2
H -27.834 3.582 -12.332 -0.4 -0.3 -0.1
H -29.193 3.117 -11.201 0.1 0.4 -0.1
H -28.478 1.848 -12.161 0.2 0.0 -0.4
H -25.460 2.180 -12.027 -0.1 -0.2 0.3
H -26.247 0.629 -11.502 -0.3 0.1 -0.2
H -25.113 1.408 -10.440 0.3 0.1 0.1
C -26.873 4.840 -4.193 1.0 0.3 0.1
S -28.329 5.507 -4.920 -0.4 0.7 -1.6
O -28.330 7.002 -4.835 0.3 -0.7 0.3
C -27.834 5.130 -6.627 -0.1 0.1 0.2
H -26.918 3.753 -4.228 -0.2 0.0 0.2
H -26.948 5.236 -3.189 0.4 -0.3 0.5
H -25.930 5.154 -4.691 -0.7 0.0 0.3
H -28.571 5.625 -7.244 -0.1 0.2 -0.2
H -27.943 4.063 -6.793 0.2 -0.3 0.0
H -26.814 5.466 -6.877 -0.4 -0.1 0.3
C -25.337 -0.961 1.182 0.8 -0.3 -0.2
S -24.795 -1.616 -0.385 -0.4 -0.3 -0.9
O -25.316 -3.018 -0.427 0.2 0.2 0.0
C -25.951 -0.667 -1.442 1.0 -1.1 1.3
H -24.647 -1.502 1.838 -0.5 0.3 0.4
H -26.379 -1.232 1.331 0.0 0.1 0.2
H -25.128 0.105 1.197 -0.1 0.1 0.2
H -25.874 -1.115 -2.411 -0.1 0.0 -0.7
H -25.629 0.353 -1.379 -0.2 0.7 -0.2
H -26.882 -0.909 -0.960 -0.7 0.4 -0.2
C -28.203 -3.714 -2.306 0.6 -0.3 -0.4
S -29.921 -3.314 -2.285 -0.8 -0.9 -0.2
O -30.648 -4.224 -1.333 0.3 0.1 -0.4
C -29.790 -1.808 -1.407 0.6 0.6 0.1
H -28.047 -4.731 -2.689 -0.1 0.4 0.1
H -27.751 -3.609 -1.333 0.1 -0.1 0.5
H -27.736 -2.983 -2.968 0.0 0.0 -0.2
H -29.232 -1.062 -2.009 -0.2 -0.4 0.5
H -29.369 -2.048 -0.412 -0.1 0.4 -0.5
H -30.810 -1.484 -1.311 -0.4 0.4 0.3
C -28.694 1.309 -4.082 0.8 -0.7 -0.4
S -27.419 0.279 -4.819 0.4 0.7 0.1
O -27.725 -1.103 -4.398 -0.1 -1.1 0.6
C -27.933 0.363 -6.518 1.1 -0.6 0.4
H -28.582 2.275 -4.569 -0.5 0.2 0.3
H -28.477 1.298 -3.017 -0.2 0.4 0.1
H -29.603 0.768 -4.299 -0.6 0.3 0.0
H -27.911 1.410 -6.807 -0.3 -0.1 -0.5
H -28.865 -0.209 -6.588 0.0 0.4 -0.3
H -27.094 -0.191 -6.991 -0.8 0.5 -0.2

15
Properties=species:S:1:pos:R:3:forces:R:3 method="wB97M-V/def2-TZVPD" charge=-1 lumo_ev="3.284 / 3.162" gap_ha="0.117 / 0.151"
C 0.304 -1.623 1.539 2.2 0.4 -0.1
Pb 0.321 0.874 0.844 -0.5 0.7 0.4
N 0.487 2.331 -1.123 0.0 1.8 -0.8
N -1.575 -0.576 -0.863 -1.1 0.1 -0.5
H 1.128 1.950 -1.819 -0.2 0.0 0.1
H -0.566 -1.115 2.096 0.8 1.7 -1.5
H 1.232 -1.589 2.108 -0.4 -0.1 0.8
H 0.759 -1.929 0.546 -1.4 1.6 0.2
H -0.267 -2.411 1.737 -1.3 -5.0 1.2
H -1.357 -0.551 -1.865 0.0 0.1 0.3
H -2.491 -0.106 -0.761 0.7 -0.1 0.0
H -1.789 -1.551 -0.665 0.2 -0.1 0.1
H -0.438 2.520 -1.540 0.6 -0.2 0.2
H 0.868 3.252 -0.832 -0.3 -0.8 -0.2
I 3.383 0.524 0.598 0.6 0.1 -0.1

67
Properties=species:S:1:pos:R:3:forces:R:3 method="wB97M-V/def2-TZVPD" charge=+1 lumo_ev=-3.288 gap_ha=0.250
Cu 0.283 -0.177 0.204 0.2 0.7 -0.2
C -3.598 -2.046 -0.829 0.0 0.1 0.0
C -2.262 -1.592 -0.332 -0.6 1.1 -0.2
N -1.879 -0.373 -0.219 0.3 -0.8 0.2
N -2.618 0.692 -0.544 -1.2 0.0 -0.4
C -2.063 1.938 -0.527 0.4 0.0 0.0
N -2.878 2.966 -0.801 -0.1 -0.2 0.1
S -0.447 2.177 -0.230 0.4 0.0 0.1
C -1.266 -2.585 0.071 0.6 -0.9 0.3
C -1.621 -3.892 0.407 0.0 0.4 -0.1
C -0.628 -4.806 0.709 0.4 0.2 0.0
C 0.696 -4.390 0.676 -0.3 0.0 0.0
C 0.963 -3.059 0.401 0.3 -0.2 0.0
N 0.015 -2.183 0.104 -0.3 -0.2 -0.1
H -4.051 -1.308 -1.488 0.0 0.0 0.0
H -4.273 -2.219 0.009 -0.1 0.0 0.1
H -3.508 -2.976 -1.381 0.0 0.0 -0.1
H -3.588 0.585 -0.834 0.3 -0.1 0.1
H -3.867 2.860 -0.945 -0.1 0.0 0.0
H -2.491 3.895 -0.749 0.0 -0.1 -0.1
H -2.659 -4.180 0.451 -0.1 -0.1 -0.1
H -0.883 -5.821 0.971 0.0 -0.1 0.0
H 1.501 -5.078 0.868 0.1 -0.1 0.1
H 1.981 -2.676 0.409 -0.1 0.0 0.0
C 6.047 1.400 -0.177 0.0 0.0 0.0
C 5.955 0.461 0.988 0.1 0.1 -0.1
C 7.129 -0.010 1.568 0.1 0.0 0.0
C 7.116 -0.876 2.645 -0.1 -0.1 0.1
C 5.906 -1.303 3.165 0.0 0.0 0.1
C 4.732 -0.849 2.594 -0.2 -0.1 0.1
C 4.742 0.033 1.522 -0.5 0.0 -0.3
Sb 2.732 0.541 0.881 0.2 0.3 0.3
C 2.090 1.720 2.550 0.1 -0.2 -0.4
C 0.847 1.341 3.037 -0.1 -0.1 -0.1
C 0.295 1.953 4.146 -0.1 0.0 0.1
C 1.000 2.961 4.781 -0.1 -0.1 0.0
C 2.242 3.336 4.304 0.0 0.0 0.1
C 2.812 2.721 3.194 0.1 0.2 0.1
C 4.175 3.132 2.730 0.0 0.0 0.1
C 2.885 1.881 -0.783 -0.1 -0.2 0.4
C 2.627 3.236 -0.661 0.0 0.1 0.1
C 2.600 4.047 -1.783 0.0 0.2 0.0
C 2.816 3.498 -3.033 0.0 0.0 0.0
C 3.019 2.134 -3.158 0.0 0.0 0.0
C 3.046 1.309 -2.044 0.0 0.0 -0.1
C 3.195 -0.175 -2.208 0.0 0.0 0.0
H 7.065 1.766 -0.290 0.0 0.0 0.0
H 5.382 2.252 -0.047 0.0 0.0 -0.1
H 5.770 0.897 -1.103 0.0 0.0 -0.1
H 8.079 0.319 1.168 0.0 0.0 0.0
H 8.044 -1.214 3.079 0.1 0.0 0.0
H 5.877 -1.979 4.005 0.0 -0.1 0.1
H 3.781 -1.178 2.993 -0.1 -0.1 0.1
H 0.297 0.547 2.530 0.0 0.1 0.2
H -0.670 1.639 4.516 -0.1 0.0 0.0
H 0.581 3.448 5.649 0.0 0.1 0.1
H 2.783 4.119 4.816 0.1 0.1 0.0
H 4.502 4.036 3.240 0.0 0.1 0.0
H 4.182 3.317 1.657 0.1 0.0 -0.1
H 4.896 2.342 2.942 0.1 0.0 0.0
H 2.418 3.659 0.312 0.0 0.1 0.1
H 2.403 5.103 -1.681 0.0 0.1 0.0
H 2.817 4.123 -3.913 0.0 0.1 -0.1
H 3.147 1.700 -4.138 0.1 0.0 -0.1
H 3.484 -0.426 -3.225 0.0 -0.1 0.0
H 2.242 -0.669 -1.991 0.0 -0.1 0.0
H 3.945 -0.578 -1.525 0.1 -0.1 0.0

26
Properties=species:S:1:pos:R:3:forces:R:3 method="wB97M-V/def2-TZVPD" charge=-1 lumo_ev=3.292 gap_ha=0.295
C 2.905 -1.252 -1.456 1.9 -0.9 0.5
C 1.890 -0.779 -2.173 -1.3 4.0 3.4
C 3.305 -0.591 -0.279 -0.4 -0.5 -0.4
C 1.216 0.398 -1.714 -0.7 -0.4 -2.0
C 2.619 0.483 0.243 -1.1 1.0 -2.6
C 1.544 1.078 -0.561 2.4 -2.8 0.5
C -1.968 2.307 -0.362 -1.6 0.1 -1.2
C 1.916 2.428 1.233 -0.2 0.3 -0.6
C -1.814 0.173 2.159 2.3 0.1 0.6
C -2.077 0.125 0.695 -2.2 0.5 -2.0
N 2.840 1.411 1.246 -0.6 -1.0 -0.5
N 1.198 2.211 0.073 0.1 1.0 1.3
O -3.165 2.317 -0.603 -1.7 -0.8 0.4
O -1.221 3.265 -0.475 2.6 1.8 0.1
O -1.319 1.126 -0.100 -0.4 -3.0 2.1
H 3.422 -2.097 -1.950 0.2 0.3 1.1
H 1.507 -1.289 -2.935 -1.3 -1.7 -3.4
H 4.159 -0.970 0.173 1.5 -0.5 1.1
H 0.474 0.723 -2.450 -0.1 0.4 0.8
H -2.446 -0.485 2.776 -0.4 0.8 -0.3
H -0.822 -0.285 2.330 0.0 0.5 0.1
H -1.719 1.252 2.445 -0.5 -1.0 0.3
H -3.158 0.348 0.564 0.6 0.3 -0.2
H -2.037 -0.900 0.261 0.9 0.7 0.1
H 3.512 1.196 1.955 -0.1 0.5 0.5
H 0.318 2.727 -0.192 0.0 0.2 0.4

The following energy relative to the best compared isomer or geometry (same formula, charge and spin) values (in kcal/mol) correspond, in order, to the records above: 0.0; 53.2; 13.2; 19.2.
The following E_tot values (in hartree) correspond, in order, to the records above: -6867.56109; -644.06006; -3621.42186; -722.91409.